No. 1
DFT (ωB97M-V with the def2-TZVPD basis set) results for C5H6CoO4 as an isolated structure.

Geometry as XYZ:
```
16
Properties=species:S:1:pos:R:3
C 1.39707 1.38726 -1.40995
C 0.01071 0.86721 -1.51971
O -0.31665 0.11815 -0.31066
C -1.31077 -0.78009 -0.35371
O -1.84600 -1.25827 -1.29111
O -1.50234 -1.07670 0.95866
Co -0.31525 0.30052 1.83839
H 1.69499 1.80892 -2.37503
H 2.12964 0.71809 -0.94828
H -0.16131 0.21838 -2.38157
H -0.54350 2.00187 -1.31962
H -2.11091 -1.81171 1.13286
C 1.13229 2.78523 -0.37353
C 1.04590 2.48709 0.88878
O 0.85000 1.89300 1.90357
H 1.31510 3.80983 -0.69652
```

Computed properties:
HOMO energy (spin up / spin down): -0.6846 / -0.6829 Eh
expectation value of S²: 3.76
multiplicity: 4
LUMO energy (spin up / spin down): -10.0 / -11.8 eV
Kohn-Sham gap (spin up / spin down): 0.31637 / 0.24833 hartree
charge: +2


No. 2
DFT (ωB97M-V with the def2-TZVPD basis set) results for the molecule C4H6N2S.

Geometry as XYZ:
```
13
Properties=species:S:1:pos:R:3
C -1.26001 1.65720 -0.75065
C 0.31203 0.39427 0.76118
C 0.86612 -0.87474 0.70339
C 0.36323 -1.41989 -0.48287
H -0.92937 2.01966 -1.70066
H -1.14852 2.46347 -0.00594
H -2.31225 1.36372 -0.79657
H 0.38899 1.17401 1.47937
H 2.11214 -2.74782 1.27351
H 0.56243 -2.40649 -0.92319
N -0.47186 0.51839 -0.34598
N -0.44274 -0.58009 -1.11407
S 1.95981 -1.56170 1.90249
```

Computed properties:
HOMO energy: -0.3016 Eh
multiplicity: 1
LUMO energy: 0.9 eV
Kohn-Sham gap: 0.33461 hartree


No. 3
DFT (ωB97M-V with the def2-TZVPD basis set) results for C2H2FO2Pm as an isolated structure.

Geometry as XYZ:
```
8
Properties=species:S:1:pos:R:3
F -1.95787 -1.22269 -0.53569
C -1.60316 -0.14035 -0.00634
C -1.42535 1.05697 0.16005
H -1.71595 2.09960 0.17314
O 1.36183 -1.19870 -0.61410
O 2.26504 -0.63473 0.40035
H 1.94209 -0.99129 1.23928
Pm 1.13337 1.03120 -0.81669
```

Computed properties:
HOMO energy (spin up / spin down): -0.7321 / -0.7355 Eh
expectation value of S²: 6.01
multiplicity: 5
LUMO energy (spin up / spin down): -11.7 / -10.4 eV
Kohn-Sham gap (spin up / spin down): 0.30183 / 0.35423 hartree
charge: +2


No. 4
DFT (ωB97M-V with the def2-TZVPD basis set) results for C6H8N2O as an isolated structure.

Geometry as XYZ:
```
17
Properties=species:S:1:pos:R:3
C 2.80645 -1.00097 -0.43082
C 1.65877 -0.87680 -1.23241
C 0.41417 -0.77839 -0.22841
C 0.34474 -1.10640 1.29803
C -2.36127 1.05097 -0.24356
C -2.02976 2.64640 -0.05022
H 3.86596 -1.35987 -1.29303
H 3.14383 -0.83280 0.73031
H 1.57745 -0.83999 -2.44874
H -0.41564 -1.31037 -0.82339
H 1.13117 -1.06707 2.33785
H -0.49465 -2.04088 1.23607
H -3.52237 0.91516 -0.26606
H -0.99084 2.92583 0.53761
N -0.29694 0.32295 0.84084
N -1.75861 0.03523 0.31147
O -3.07245 3.31700 -0.27552
```

Computed properties:
HOMO energy: -0.3439 Eh
multiplicity: 1
LUMO energy: -0.2 eV
Kohn-Sham gap: 0.33771 hartree


Number 1: E_tot -51076.712 eV. Number 2: E_tot -18059.978 eV. Number 3: E_tot -25448.962 eV. Number 4: E_tot -11368.912 eV.